## one
This record from OMol25 describes a molecular structure, CH2N2O2S. The level of theory is wB97M-V/def2-TZVPD.

Each line ends with the natural charge from an NBO analysis.
Element x y z (Å)
C 0.73 1.39 0.06  0.12
N -0.38 1.66 0.38  -0.41
N 0.61 -1.20 -0.32  -0.30
O -1.93 -0.15 -1.15  -0.83
O -0.35 -1.11 0.62  -0.51
S -1.77 -0.24 0.25  1.38
H 1.70 1.05 -0.16  0.24
H 1.39 -1.39 0.32  0.30


## two
This record from OMol25 describes 2 unconnected molecules or ions with the total composition CH2N2O2S. The level of theory is wB97M-V/def2-TZVPD.

Each line ends with the natural charge from an NBO analysis.
Element x y z (Å)
C 0.67 -1.01 -0.24  0.57
N -0.32 -1.49 0.28  -0.22
N 1.67 -0.80 -0.87  -0.69
O -1.70 0.36 0.44  -0.47
O -1.51 -1.07 0.62  -0.10
S 4.72 0.05 0.34  0.04
H -2.62 0.48 0.69  0.47
H 2.58 -0.51 -0.53  0.40


Which of them is the least stable? Correct choice: two.


## one
This record from OMol25 describes a molecular structure, CH2N2O2S. The level of theory is wB97M-V/def2-TZVPD.

Each line ends with the natural charge from an NBO analysis.
Element x y z (Å)
C 0.21 0.09 0.95  -0.50
N -1.05 0.13 0.68  0.05
N -1.93 0.00 -0.01  0.18
O 1.39 0.67 -1.58  -0.93
O -0.62 -0.77 -1.57  -0.89
S 0.77 -0.58 -1.17  1.58
H 0.71 1.05 0.96  0.27
H 0.53 -0.59 1.73  0.25


## two
This record from OMol25 describes 2 unconnected molecules or ions with the total composition CH2N2O2S. The level of theory is wB97M-V/def2-TZVPD.

Each line ends with the natural charge from an NBO analysis.
Element x y z (Å)
C 1.16 0.78 -0.16  0.48
N 0.46 -0.29 0.13  -0.61
N -1.46 -0.63 0.15  0.08
O 0.73 1.86 -0.38  -0.61
O -1.69 -1.66 0.68  -0.25
S -2.22 0.41 -0.61  0.41
H 2.25 0.70 -0.13  0.12
H 0.77 -1.16 0.32  0.37


Which of them is the least stable? Correct choice: two.